[1]
This record from OMol25 describes a structure of composition C27H33O2V in a non-equilibrium geometry. The level of theory is wB97M-V/def2-TZVPD.

Last column: Mulliken charge in e.
Positions of all 63 atoms, in Å:
1 O 0.235 -0.186 -5.000  -0.157
2 C 0.070 1.119 -5.655  -0.699
3 C -0.018 0.541 -7.051  -0.803
4 H 0.952 1.756 -5.515  0.216
5 H -0.851 1.620 -5.321  0.395
6 C 0.116 -0.809 -6.301  1.488
7 H 0.839 0.786 -7.677  0.317
8 H -0.991 0.690 -7.522  0.303
9 C 1.344 -1.591 -6.709  -1.727
10 H 2.267 -1.012 -6.603  0.368
11 H 1.234 -1.887 -7.763  0.415
12 H 1.430 -2.506 -6.114  0.381
13 C -1.135 -1.638 -6.484  -1.728
14 H -2.040 -1.075 -6.224  0.368
15 H -1.085 -2.554 -5.888  0.394
16 H -1.207 -1.929 -7.543  0.411
17 V -0.554 -0.689 2.332  0.264
18 C -2.623 -1.073 3.057  -0.372
19 C -2.532 0.343 3.259  -0.434
20 C -2.207 0.960 2.018  -0.541
21 H -2.701 0.845 4.210  0.434
22 C -2.156 -0.064 1.007  0.183
23 C -2.484 -1.321 1.642  -0.584
24 H -2.650 -2.270 1.137  0.496
25 H -2.866 -1.813 3.819  0.432
26 H -2.034 2.021 1.843  0.405
27 H -2.002 0.091 -0.056  -0.090
28 C 0.988 -2.277 3.320  -0.228
29 C -0.061 -2.794 2.480  -0.787
30 C 0.204 -2.337 1.125  -0.583
31 H -0.849 -3.480 2.793  0.539
32 C 1.388 -1.515 1.168  -0.145
33 C 1.881 -1.525 2.500  -0.738
34 H 2.796 -1.046 2.839  0.408
35 H 1.089 -2.473 4.388  0.432
36 H -0.315 -2.649 0.222  0.617
37 H 1.871 -1.068 0.297  0.554
38 O 1.318 0.146 -2.229  -0.470
39 C -0.008 -0.451 -2.255  1.071
40 C -1.038 0.665 -2.501  -0.586
41 H -0.194 -0.957 -1.293  -0.995
42 H 0.003 -1.207 -3.044  0.286
43 C -0.144 1.919 -2.626  -0.078
44 H -1.659 0.813 -1.627  0.297
45 H -1.695 0.479 -3.349  0.289
46 C 1.054 1.514 -1.780  -0.361
47 H -0.643 2.867 -2.424  0.462
48 H 0.147 1.926 -3.666  -0.313
49 H 0.739 1.549 -0.725  0.023
50 H 1.934 2.154 -1.896  0.464
51 C 0.287 0.696 3.266  -0.580
52 C 0.594 1.060 4.411  0.644
53 C 0.965 1.484 5.681  0.097
54 C 0.133 2.372 6.405  -0.537
55 C 0.398 2.617 7.750  -0.459
56 C 1.473 1.980 8.382  -0.408
57 C 2.335 1.151 7.655  -0.441
58 C 2.090 0.896 6.310  -0.469
59 H -0.729 2.820 5.900  0.398
60 H -0.251 3.292 8.307  0.363
61 H 1.632 2.123 9.447  0.365
62 H 3.193 0.684 8.137  0.370
63 H 2.722 0.216 5.731  0.367

DFT total energy (eV): -58312.14643
Multiplicity: 3
Kohn-Sham gap (spin up / spin down) (eV): 7.46 / 8.16
Energy relative to the best compared isomer or geometry (same formula, charge and spin) (eV): 0.0000
F_max (eV Å⁻¹): 4.5


[2]
This record from OMol25 describes an isolated molecule of C4H6N2Si in a non-equilibrium geometry. The level of theory is wB97M-V/def2-TZVPD.

Last column: Mulliken charge in e.
Positions of all 13 atoms, in Å:
1 C -2.642 1.442 0.015  0.289
2 C 1.164 0.369 2.794  0.524
3 C -1.564 0.905 0.129  -0.695
4 C 0.673 0.259 1.714  -0.931
5 N -0.374 -1.793 -0.513  -0.517
6 N 1.324 0.585 -1.202  -0.711
7 Si -0.079 -0.171 0.071  0.266
8 H -3.407 2.151 0.159  0.398
9 H 1.666 0.699 3.655  0.420
10 H -0.826 -2.407 0.134  0.234
11 H 0.502 -2.203 -0.892  0.252
12 H 1.093 0.199 -2.102  0.231
13 H 1.144 1.595 -1.257  0.239

DFT total energy (eV): -15100.84331
Kohn-Sham gap (eV): 10.29
Energy relative to the best compared isomer or geometry (same formula, charge and spin) (eV): 2.3975
SMILES string: C#C[Si](N)(N)C#C
F_max (eV Å⁻¹): 3.9


[3]
This record from OMol25 describes a structure of composition C12H30BaN3O7 in a non-equilibrium geometry. The level of theory is wB97M-V/def2-TZVPD.

Last column: Mulliken charge in e.
Positions of all 53 atoms, in Å:
1 Ba -24.990 -37.922 -1.233  1.792
2 N -26.084 -41.658 -1.005  0.897
3 O -26.119 -40.443 -0.829  -0.409
4 O -25.173 -42.474 -0.789  -0.361
5 O -26.999 -42.135 -1.713  -0.183
6 C -27.123 -38.265 -4.440  -0.994
7 O -26.279 -37.369 -3.611  -0.090
8 C -26.415 -36.053 -3.877  -0.752
9 C -25.074 -35.268 -3.763  -0.628
10 N -24.812 -35.300 -2.301  -0.064
11 C -23.493 -34.785 -1.916  -0.571
12 C -23.116 -33.319 -2.205  -0.795
13 O -22.838 -33.197 -3.602  -0.279
14 C -22.470 -31.973 -3.976  -0.819
15 H -28.092 -37.803 -4.629  0.411
16 H -27.167 -39.265 -4.010  0.221
17 H -26.696 -38.382 -5.436  0.355
18 H -27.268 -35.747 -3.272  0.317
19 H -26.664 -36.006 -4.937  0.497
20 H -25.361 -34.254 -4.043  0.347
21 H -24.207 -35.500 -4.381  0.459
22 H -25.408 -34.583 -1.914  0.139
23 H -22.723 -35.445 -2.315  0.480
24 H -23.509 -34.906 -0.833  0.069
25 H -22.231 -33.259 -1.572  0.435
26 H -23.834 -32.602 -1.807  0.418
27 H -23.145 -31.235 -3.543  0.337
28 H -22.512 -31.739 -5.040  0.278
29 H -21.454 -31.650 -3.747  0.321
30 C -28.934 -38.865 -1.185  -0.863
31 O -27.898 -38.024 -0.672  -0.017
32 C -28.356 -37.237 0.450  -0.869
33 C -27.283 -36.176 0.774  -0.513
34 N -26.078 -36.887 1.184  -0.053
35 C -25.071 -36.068 1.895  -0.800
36 C -23.830 -36.913 2.256  -0.634
37 O -23.235 -37.201 1.014  -0.108
38 C -21.856 -37.407 1.069  -0.908
39 H -28.445 -39.689 -1.704  0.123
40 H -29.618 -38.308 -1.825  0.303
41 H -29.475 -39.319 -0.355  0.426
42 H -28.585 -37.865 1.311  0.451
43 H -29.296 -36.791 0.126  0.454
44 H -27.784 -35.528 1.493  0.378
45 H -26.993 -35.419 0.045  0.169
46 H -26.367 -37.674 1.747  0.183
47 H -25.497 -35.677 2.819  0.455
48 H -24.785 -35.226 1.265  0.266
49 H -24.020 -37.812 2.843  0.391
50 H -23.225 -36.230 2.851  0.401
51 H -21.583 -37.820 0.098  0.264
52 H -21.508 -38.151 1.786  0.355
53 H -21.310 -36.475 1.214  0.317

DFT total energy (eV): -32406.37458
Multiplicity: 2
Kohn-Sham gap (spin up / spin down) (eV): 7.81 / 4.52
F_max (eV Å⁻¹): 4.9
Charge: +2